No. 1
{"formula": "C6H14NO2PS", "method": "the ωB97M-V functional and the def2-TZVPD basis", "e_homo_ha": -0.3341, "smiles": "OP(O)(S)=NC1CCCCC1", "species": ["O", "P", "O", "S", "N", "C", "C", "C", "C", "C", "C", "H", "H", "H", "H", "H", "H", "H", "H", "H", "H", "H", "H", "H", "H"], "xyz": [[3.121295, 1.611882, -0.566257], [2.077718, 0.444046, -0.872955], [2.598217, -0.707427, 0.087722], [2.986321, -0.624282, -2.950098], [0.663515, 0.993708, -0.673404], [-0.699883, 0.497229, -0.886004], [-0.693582, -1.012425, -0.451237], [-0.534039, -1.225905, 1.081562], [-1.592879, -0.398545, 1.731793], [-1.303367, 1.127858, 1.425534], [-1.713367, 1.250631, -0.090084], [2.621823, 2.325322, -0.250424], [3.133937, -1.428157, -0.275306], [2.657199, -1.943449, -2.861289], [-0.775840, 0.375860, -1.952133], [0.130224, -1.634782, -1.049103], [-1.792576, -1.388778, -0.810537], [0.532394, -0.837604, 1.291020], [-0.782135, -2.272257, 1.192322], [-2.616708, -0.849835, 1.466941], [-1.549413, -0.500618, 2.728589], [-1.923648, 1.612576, 2.155436], [-0.234807, 1.515902, 1.346024], [-2.628174, 0.740490, -0.486028], [-1.682227, 2.328563, -0.332084]], "forces_ev_per_angstrom": [[1.13, -2.08, -1.21], [0.13, -0.91, -1.01], [-0.09, -0.58, 0.37], [-0.63, 1.03, 1.33], [1.00, 0.33, -0.37], [3.08, -2.63, 0.41], [-1.42, -1.26, -1.44], [0.83, 0.67, -2.29], [0.39, 0.78, -2.13], [-1.29, -1.87, -2.20], [-0.29, 1.11, -0.11], [-1.18, 2.07, 0.63], [-0.11, 0.44, -0.19], [-0.21, 0.60, 0.45], [-0.95, 0.88, -0.63], [-1.82, 1.39, 1.05], [2.52, 0.35, 0.86], [-1.70, -1.23, 0.35], [0.86, -0.49, 0.67], [1.17, 1.39, -0.13], [0.26, -0.57, 3.87], [-0.14, 1.16, -0.16], [-1.22, -1.02, 1.08], [-0.02, 0.91, 1.19], [-0.33, -0.48, -0.41]]}


No. 2
{"formula": "C41H62AlCl60NO2S2", "method": "the ωB97M-V functional and the def2-TZVPD basis", "e_homo_ha": 0.0074, "charge": -2, "species": ["C", "C", "C", "C", "C", "C", "C", "C", "N", "C", "C", "C", "C", "C", "C", "C", "C", "C", "S", "S", "C", "C", "C", "Al", "C", "O", "O", "H", "H", "H", "H", "H", "H", "H", "H", "H", "H", "H", "H", "H", "H", "H", "H", "H", "H", "H", "H", "H", "H", "H", "H", "H", "H", "H", "H", "H", "H", "H", "H", "H", "H", "H", "H", "H", "H", "H", "H", "H", "H", "C", "Cl", "Cl", "Cl", "H", "C", "Cl", "Cl", "Cl", "H", "C", "Cl", "Cl", "Cl", "H", "C", "Cl", "Cl", "Cl", "H", "C", "Cl", "Cl", "Cl", "H", "C", "Cl", "Cl", "Cl", "H", "C", "Cl", "Cl", "Cl", "H", "C", "Cl", "Cl", "Cl", "H", "C", "Cl", "Cl", "Cl", "H", "C", "Cl", "Cl", "Cl", "H", "C", "Cl", "Cl", "Cl", "H", "C", "Cl", "Cl", "Cl", "H", "C", "Cl", "Cl", "Cl", "H", "C", "Cl", "Cl", "Cl", "H", "C", "Cl", "Cl", "Cl", "H", "C", "Cl", "Cl", "Cl", "H", "C", "Cl", "Cl", "Cl", "H", "C", "Cl", "Cl", "Cl", "H", "C", "Cl", "Cl", "Cl", "H", "C", "Cl", "Cl", "Cl", "H"], "xyz": [[-5.393646, 0.811118, 8.277674], [-4.519186, 1.278230, 7.123122], [-4.664452, 0.317512, 5.925890], [-3.339344, -0.058136, 5.248101], [-3.372515, 0.179959, 3.726840], [-2.871027, -1.038874, 2.937392], [-2.411119, -0.680745, 1.522362], [-1.707786, -1.884306, 0.916597], [-0.998090, -1.773549, -0.373566], [-1.805303, -1.341609, -1.505867], [-1.057049, -1.529084, -2.842570], [-0.960899, -0.328796, -3.767709], [-2.277830, 0.402533, -3.985392], [-2.290330, 1.744811, -3.279036], [-1.929448, 2.882762, -4.222660], [-1.357005, 4.118764, -3.528164], [0.154107, 4.180559, -3.667233], [0.174661, -1.006149, -0.208051], [0.304673, 0.543518, -0.607642], [1.482985, -1.931059, 0.548581], [2.904932, -1.895975, -0.604066], [3.398001, -0.534861, -1.063654], [4.780049, -0.605470, -1.686584], [4.990877, 1.042687, -2.910896], [4.271988, 0.671171, -4.790928], [4.248702, 1.652649, -5.604806], [3.863783, -0.459276, -5.083814], [-5.062094, -0.177599, 8.560712], [-5.341754, 1.504742, 9.104381], [-6.407347, 0.684253, 7.937573], [-4.881771, 2.262215, 6.847324], [-3.488691, 1.386944, 7.429777], [-5.173460, -0.559218, 6.303898], [-5.326835, 0.796531, 5.223907], [-2.588069, 0.608630, 5.642278], [-3.032223, -1.069755, 5.469705], [-2.759009, 1.042512, 3.521258], [-4.357262, 0.415237, 3.347971], [-3.723140, -1.710734, 2.904480], [-2.044424, -1.500005, 3.463954], [-1.808115, 0.211665, 1.594039], [-3.276965, -0.439768, 0.918056], [-2.475726, -2.643036, 0.797114], [-0.977695, -2.289418, 1.605318], [-2.243092, -0.356500, -1.394547], [-2.646463, -2.026881, -1.549455], [-0.072520, -1.933506, -2.666850], [-1.592238, -2.289144, -3.397461], [-0.650756, -0.714320, -4.728626], [-0.203873, 0.376802, -3.459574], [-2.421553, 0.606902, -5.041614], [-3.117232, -0.214170, -3.680572], [-1.600068, 1.719303, -2.443350], [-3.266335, 1.949430, -2.856983], [-2.835433, 3.173184, -4.739260], [-1.181744, 2.541997, -4.927410], [-1.660989, 4.186348, -2.494017], [-1.760059, 4.994514, -4.027889], [0.360911, 4.294879, -4.717625], [0.623513, 3.286991, -3.287460], [0.525356, 5.040526, -3.136493], [2.744110, -2.563814, -1.434839], [3.710353, -2.336097, -0.028560], [2.709366, -0.189036, -1.826370], [3.306417, 0.180764, -0.260730], [4.935917, -1.530880, -2.229267], [5.507160, -0.462319, -0.882095], [4.013170, 2.189014, -2.235017], [6.490596, 1.634441, -2.875680], [2.576993, 7.413241, -3.589404], [3.872618, 8.491806, -4.111608], [1.372180, 8.298876, -2.640716], [1.834953, 6.638376, -4.979807], [3.003537, 6.641583, -2.959789], [7.683947, 8.255372, -2.129405], [8.796751, 7.349587, -1.095338], [7.859323, 7.791574, -3.817553], [6.015206, 8.004949, -1.629892], [7.921462, 9.305444, -2.035020], [4.213398, -5.626262, -1.393849], [5.578894, -4.891480, -2.223639], [4.216486, -5.184256, 0.320174], [2.695717, -5.148404, -2.142017], [4.307787, -6.700337, -1.466870], [-5.543408, 1.247535, -6.720278], [-5.137626, 2.942785, -6.416182], [-4.229256, 0.438084, -7.564046], [-5.899516, 0.426978, -5.206932], [-6.424336, 1.221670, -7.348146], [-1.908132, 3.601809, -8.309234], [-1.142010, 2.082988, -7.886245], [-1.082205, 4.959407, -7.546065], [-1.962924, 3.815587, -10.069025], [-2.925763, 3.579168, -7.942940], [9.047115, 3.585103, -1.892609], [8.289441, 2.468728, -0.764011], [10.573522, 2.936132, -2.528761], [7.911249, 3.904848, -3.187981], [9.273240, 4.503507, -1.371286], [5.896446, 4.575924, -6.770886], [5.777235, 4.099144, -8.469720], [7.284048, 5.671585, -6.544268], [4.414859, 5.344013, -6.232888], [6.050365, 3.679177, -6.176065], [9.368813, -0.352534, -4.564659], [9.155075, -0.056683, -2.849890], [8.732983, 0.978441, -5.517782], [11.088054, -0.631461, -4.949723], [8.819118, -1.245844, -4.826524], [-5.771033, 1.215398, -11.121659], [-6.509817, -0.079967, -10.181211], [-6.761733, 1.595656, -12.538805], [-5.539892, 2.651582, -10.133456], [-4.803690, 0.876794, -11.467300], [6.169543, -4.580967, 3.517582], [5.885413, -4.488627, 5.263742], [5.435307, -3.223050, 2.692730], [7.902581, -4.660855, 3.167390], [5.710057, -5.489340, 3.151585], [4.988460, -3.425455, 9.024709], [3.589490, -3.049317, 10.030123], [6.488860, -3.091493, 9.890371], [4.950373, -5.104038, 8.488617], [4.955855, -2.792700, 8.147693], [7.758604, 6.016503, -10.897334], [9.227334, 5.056943, -10.744105], [8.068154, 7.705521, -10.487214], [7.090377, 5.883325, -12.528803], [7.028296, 5.628245, -10.200553], [-8.100917, -0.005446, 11.013502], [-6.945005, -1.285093, 10.641182], [-7.349265, 1.240517, 12.013436], [-8.756761, 0.695238, 9.533788], [-8.920012, -0.437176, 11.572263], [-6.156506, -4.383690, 7.989389], [-5.067511, -3.490174, 9.052500], [-7.780751, -4.441580, 8.677993], [-6.182763, -3.664038, 6.382917], [-5.788551, -5.396254, 7.901695], [10.636559, -6.251738, 5.012270], [11.146137, -4.584240, 5.265010], [11.753038, -7.086071, 3.928368], [10.495003, -7.108731, 6.548248], [9.661169, -6.237535, 4.545803], [9.662077, -4.967763, 10.110851], [10.412061, -6.542944, 10.401209], [10.677261, -3.671463, 10.749862], [9.346843, -4.733082, 8.400866], [8.716851, -4.943940, 10.636298], [-10.542964, -5.000336, 11.555978], [-9.597285, -3.518228, 11.445331], [-11.650083, -4.936739, 12.928207], [-11.421327, -5.286187, 10.051184], [-9.860140, -5.824995, 11.709511], [-8.910523, -0.794356, -14.664238], [-10.413869, -0.013072, -14.169358], [-8.950571, -2.517029, -14.291356], [-8.608785, -0.534274, -16.383599], [-8.096406, -0.348755, -14.109079], [-5.716446, 3.226118, 1.891705], [-6.806659, 1.855959, 2.165601], [-4.077950, 2.653932, 1.592111], [-6.324368, 4.236424, 0.581675], [-5.704327, 3.823083, 2.792760], [-12.996596, -9.195261, 12.791665], [-13.724722, -8.175890, 14.033742], [-12.416766, -8.220937, 11.442739], [-11.689722, -10.167287, 13.470777], [-13.757291, -9.867296, 12.420049]], "forces_ev_per_angstrom": [[0.69, -0.07, -0.45], [-0.77, -0.15, -0.09], [0.53, 0.24, 0.73], [-0.86, 0.79, -0.58], [0.63, -0.87, 0.06], [-0.24, 0.96, -0.23], [-0.21, -0.29, 0.28], [0.16, -0.52, -0.59], [-0.32, 0.78, 0.20], [-0.23, -0.65, -0.32], [-0.33, 0.37, 0.15], [-0.17, -0.27, -0.50], [-0.02, 0.17, 0.11], [-0.13, 0.20, 0.10], [0.05, 0.27, 0.78], [0.06, 0.04, -0.53], [-0.79, -0.05, 0.31], [0.21, -0.41, 0.05], [0.18, 0.64, -0.25], [0.14, -0.57, 0.64], [0.37, 0.73, 0.14], [-0.58, -0.47, -0.83], [0.21, 1.13, 0.40], [-0.44, -0.06, -0.30], [0.54, 1.19, 0.22], [0.31, 0.71, -0.22], [-0.62, -1.80, -0.24], [0.13, -0.28, 0.48], [-0.17, 0.03, 0.43], [-0.50, 0.17, -0.04], [0.19, 0.38, -0.22], [0.34, -0.05, 0.14], [-0.17, -0.44, -0.10], [-0.29, 0.00, -0.45], [0.47, 0.02, 0.25], [-0.02, -0.36, 0.14], [0.30, 0.30, -0.26], [-0.40, 0.13, 0.17], [0.09, -0.62, -0.02], [0.17, -0.25, 0.20], [0.50, 0.22, -0.20], [-0.26, 0.25, -0.24], [-0.10, -0.37, -0.11], [0.19, -0.07, 0.36], [0.15, 0.52, 0.06], [-0.32, -0.19, 0.32], [0.42, -0.09, 0.18], [-0.15, -0.37, -0.16], [0.44, -0.14, -0.27], [0.33, 0.14, 0.16], [-0.10, -0.13, -0.34], [-0.23, -0.22, 0.13], [0.20, 0.00, 0.23], [-0.41, 0.12, 0.22], [-0.15, -0.10, -0.51], [0.05, -0.15, -0.41], [-0.20, -0.12, 0.46], [-0.16, 0.37, 0.00], [0.45, -0.10, -0.35], [0.33, -0.32, 0.07], [0.37, 0.27, 0.21], [-0.34, -0.08, -0.31], [0.01, -0.26, 0.51], [-0.34, 0.19, -0.19], [0.26, 0.28, 0.30], [0.13, -0.28, -0.13], [0.38, -0.47, 0.09], [-0.02, 0.13, 0.25], [0.12, -0.23, -0.01], [0.06, -0.04, -0.21], [-0.12, 0.07, -0.09], [-0.01, -0.01, 0.05], [-0.08, 0.28, -0.05], [0.02, -0.02, 0.00], [-0.16, -0.21, -0.20], [0.05, 0.05, 0.02], [0.12, 0.04, 0.01], [0.13, 0.05, 0.35], [0.00, 0.02, 0.05], [0.03, 0.16, -0.11], [0.01, -0.02, 0.02], [-0.01, -0.16, 0.01], [-0.08, -0.17, -0.07], [-0.01, -0.03, 0.04], [0.18, -0.02, 0.01], [-0.10, 0.05, -0.05], [0.03, -0.01, 0.03], [-0.12, -0.04, 0.08], [-0.01, 0.01, -0.02], [0.10, -0.08, 0.12], [0.14, 0.00, -0.05], [-0.04, 0.03, 0.02], [-0.04, 0.02, -0.04], [-0.03, 0.01, -0.04], [-0.43, -0.27, -0.25], [0.27, 0.01, 0.47], [0.15, 0.24, 0.09], [0.29, 0.52, -0.16], [0.01, 0.04, -0.01], [-0.12, -0.06, 0.20], [-0.01, -0.07, -0.05], [0.02, -0.09, -0.08], [0.18, -0.06, -0.08], [-0.16, -0.15, 0.00], [-0.22, 0.23, 0.06], [-0.02, -0.30, -0.04], [0.02, -0.05, -0.02], [0.06, -0.08, -0.02], [0.02, -0.04, -0.04], [-0.04, 0.06, 0.16], [-0.07, -0.07, -0.09], [0.00, 0.01, -0.09], [-0.03, 0.01, -0.03], [0.03, 0.00, 0.00], [-0.08, 0.22, -0.10], [0.06, -0.13, 0.01], [0.03, 0.11, 0.08], [0.01, -0.03, 0.01], [0.03, -0.06, 0.02], [-0.01, -0.10, 0.02], [0.00, 0.01, -0.02], [0.02, 0.12, 0.05], [-0.03, -0.01, 0.03], [0.01, 0.03, -0.01], [0.07, 0.01, 0.01], [-0.01, -0.01, 0.01], [-0.01, 0.01, 0.00], [-0.02, 0.00, -0.02], [-0.03, -0.01, 0.08], [0.14, 0.03, -0.08], [-0.17, 0.03, 0.07], [-0.03, 0.01, 0.04], [-0.13, -0.03, 0.07], [-0.02, 0.00, 0.02], [-0.05, 0.14, -0.07], [0.13, -0.09, -0.01], [0.01, -0.06, -0.04], [0.01, -0.02, -0.01], [0.02, -0.02, 0.01], [0.09, -0.02, 0.02], [-0.03, 0.00, -0.01], [-0.02, -0.01, -0.02], [0.10, -0.24, -0.18], [-0.03, 0.01, -0.01], [0.00, 0.02, -0.11], [-0.01, -0.03, 0.03], [-0.02, 0.02, 0.04], [-0.08, 0.22, 0.17], [-0.01, -0.02, 0.03], [-0.11, 0.10, 0.03], [0.04, -0.01, 0.04], [0.01, -0.01, 0.01], [0.04, 0.03, -0.04], [0.01, -0.03, 0.00], [-0.08, -0.05, -0.04], [0.05, 0.02, 0.02], [0.02, 0.00, 0.02], [0.02, 0.02, 0.00], [0.00, 0.01, 0.04], [0.10, -0.16, 0.01], [-0.01, 0.02, 0.05], [-0.17, 0.26, -0.22], [0.07, 0.01, -0.03], [-0.01, 0.01, 0.03], [0.09, 0.06, 0.02], [-0.03, -0.01, 0.00], [-0.04, -0.06, 0.00], [-0.01, -0.03, -0.01], [-0.02, -0.02, 0.00]]}


Listing total energy for the structures above in their given order: -1181.76475, -30454.83579 hartree.
Listing orbital gap for the structures above in their given order: 9.00, 1.49 eV.
Listing ΔE to the lowest compared entry with this formula, charge and spin for the structures above in their given order: 51.95, 0.00 kcal/mol.